{
  "formula": "C5H10N2O3",
  "method": "ωB97M-V/def2-TZVPD",
  "species": ["C", "C", "C", "C", "C", "H", "H", "H", "H", "H", "H", "H", "H", "H", "H", "N", "N", "O", "O", "O"],
  "coordinates": [[0.687, -1.385, 1.016], [-0.704, -1.161, 0.287], [0.659, -0.840, 2.410], [-0.232, 0.868, -1.177], [-1.204, 1.890, -1.743], [1.553, -1.258, -0.835], [2.807, -0.926, 0.244], [0.565, -2.495, 1.182], [1.577, -0.856, 2.855], [0.475, 0.239, 2.467], [-0.044, -1.470, 2.984], [-1.905, 0.428, -0.478], [0.383, 1.442, -0.363], [0.332, 0.574, -2.023], [-1.158, 3.393, -2.804], [1.778, -1.044, 0.125], [-1.061, -0.126, -0.511], [-1.576, -1.998, 0.392], [-2.363, 2.070, -1.387], [-0.567, 2.655, -2.641]],
  "forces_ev_per_angstrom": [[-0.740, -1.832, -1.090], [-0.705, -0.820, 0.066], [-2.005, 0.981, -0.530], [-0.148, 1.438, 2.708], [-0.632, 0.555, 0.767], [0.289, -0.099, 0.139], [-1.772, -0.480, 0.765], [0.529, 0.732, -0.377], [2.733, -0.816, 1.169], [-0.787, -0.116, -0.141], [0.205, 0.782, -0.098], [-1.384, -1.592, 0.848], [-0.523, -0.770, -1.883], [1.035, -0.735, -0.420], [-0.280, 0.466, -0.409], [0.623, 0.917, -0.794], [1.782, 2.753, -1.735], [0.208, -0.805, 1.337], [1.782, -0.404, -0.589], [-0.211, -0.154, 0.267]],
  "mulliken_charge": [0.67, 0.30, -1.34, -0.28, 0.43, 0.15, 0.15, 0.09, 0.43, 0.29, 0.35, 0.18, 0.22, 0.27, 0.36, -0.51, -0.14, -0.63, -0.60, -0.40],
  "charge": 0,
  "homo_lumo_gap_ev": 9.5835
}

---

{
  "formula": "C44H40F3N4P2S2Sn",
  "method": "ωB97M-V/def2-TZVPD",
  "species": ["Sn", "C", "S", "C", "C", "C", "N", "P", "C", "C", "C", "C", "C", "C", "C", "C", "C", "C", "C", "C", "P", "C", "C", "C", "C", "C", "C", "C", "C", "C", "C", "C", "C", "H", "H", "H", "H", "H", "H", "H", "H", "H", "H", "H", "H", "H", "H", "H", "H", "H", "H", "H", "H", "H", "H", "H", "H", "H", "H", "H", "H", "H", "F", "C", "F", "F", "C", "C", "C", "C", "N", "C", "S", "H", "H", "H", "C", "C", "C", "C", "N", "C", "C", "C", "C", "C", "C", "N", "H", "H", "H", "H", "H", "H", "H", "H"],
  "coordinates": [[0.079, -0.160, -0.522], [0.747, -3.027, 7.109], [1.026, -1.240, 7.157], [-0.653, -0.623, 6.824], [-0.738, 0.139, 5.502], [-0.354, -0.756, 4.334], [-0.400, 0.020, 3.057], [1.001, 0.545, 2.342], [2.331, 0.651, 3.516], [3.205, -0.426, 3.696], [4.212, -0.329, 4.639], [4.347, 0.836, 5.385], [3.481, 1.910, 5.194], [2.475, 1.837, 4.247], [0.718, 2.206, 1.737], [-0.424, 2.947, 2.061], [-0.539, 4.249, 1.596], [0.465, 4.803, 0.809], [1.605, 4.069, 0.496], [1.732, 2.769, 0.955], [-1.674, -0.239, 1.904], [-3.196, -0.017, 2.840], [-3.808, 1.238, 2.786], [-4.940, 1.490, 3.545], [-5.468, 0.485, 4.346], [-4.874, -0.773, 4.380], [-3.742, -1.034, 3.627], [-1.615, -2.050, 1.650], [-0.464, -2.810, 1.868], [-0.466, -4.177, 1.608], [-1.605, -4.788, 1.103], [-2.739, -4.028, 0.836], [-2.745, -2.666, 1.102], [1.688, -3.499, 7.385], [0.456, -3.362, 6.112], [-0.010, -3.312, 7.836], [-0.915, 0.050, 7.638], [-1.346, -1.466, 6.845], [-0.056, 0.993, 5.537], [-1.753, 0.519, 5.359], [-1.032, -1.608, 4.266], [0.651, -1.136, 4.510], [3.103, -1.327, 3.102], [4.892, -1.156, 4.793], [5.142, 0.916, 6.115], [3.595, 2.812, 5.781], [1.816, 2.679, 4.084], [-1.178, 2.530, 2.717], [-1.402, 4.843, 1.872], [0.363, 5.819, 0.450], [2.395, 4.513, -0.095], [2.627, 2.199, 0.724], [-3.406, 2.014, 2.143], [-5.412, 2.463, 3.509], [-6.356, 0.676, 4.934], [-5.301, -1.555, 4.994], [-3.302, -2.022, 3.650], [0.423, -2.357, 2.295], [0.414, -4.769, 1.830], [-1.615, -5.857, 0.930], [-3.631, -4.502, 0.444], [-3.647, -2.088, 0.923], [4.282, 2.372, -1.699], [4.710, 1.286, -2.369], [4.352, 1.431, -3.647], [6.034, 1.256, -2.295], [4.105, 0.028, -1.781], [4.904, -1.067, -1.497], [4.340, -2.223, -0.967], [2.986, -2.231, -0.727], [2.208, -1.179, -1.024], [2.733, -0.072, -1.564], [1.557, 1.153, -1.984], [5.968, -1.009, -1.682], [4.945, -3.089, -0.741], [2.491, -3.093, -0.292], [-1.266, -3.945, -2.399], [-2.496, -3.627, -2.950], [-2.967, -2.324, -2.864], [-2.195, -1.365, -2.242], [-1.009, -1.688, -1.698], [-0.551, -2.947, -1.771], [-2.574, 0.066, -2.151], [-3.675, 0.621, -2.774], [-3.905, 1.985, -2.648], [-3.024, 2.763, -1.909], [-1.938, 2.145, -1.325], [-1.732, 0.826, -1.444], [-0.864, -4.947, -2.451], [-3.083, -4.385, -3.452], [-3.924, -2.066, -3.294], [0.416, -3.140, -1.330], [-4.342, 0.019, -3.375], [-4.759, 2.436, -3.138], [-3.170, 3.829, -1.800], [-1.206, 2.705, -0.750]],
  "forces_ev_per_angstrom": [[0.398, 0.162, 0.178], [-0.002, 0.088, -0.056], [0.027, -0.063, 0.046], [0.153, 0.095, -0.023], [-0.066, -0.161, -0.024], [-0.116, 0.259, 0.240], [-0.060, -0.417, -0.292], [-0.665, 0.994, -0.673], [0.249, -0.532, -0.367], [-0.021, 0.017, 0.082], [0.031, -0.029, 0.015], [-0.031, 0.051, -0.016], [0.021, -0.028, 0.043], [0.028, -0.048, -0.016], [0.022, 0.103, 0.108], [0.120, -0.040, 0.050], [-0.041, 0.027, -0.037], [-0.069, 0.023, 0.013], [0.015, -0.031, -0.032], [-0.040, 0.073, 0.082], [0.359, -0.883, 0.291], [-0.119, 0.488, -0.296], [-0.027, -0.020, 0.013], [-0.012, -0.007, 0.030], [0.026, -0.030, -0.026], [-0.060, 0.055, 0.026], [0.028, -0.001, 0.069], [-0.061, -0.044, -0.138], [-0.039, -0.013, 0.032], [0.013, 0.026, -0.009], [-0.008, 0.000, -0.025], [-0.022, 0.019, -0.021], [0.070, -0.041, -0.016], [-0.007, -0.013, -0.008], [0.005, -0.030, 0.036], [0.015, -0.013, 0.007], [-0.106, -0.029, 0.023], [0.012, 0.034, 0.016], [-0.028, 0.032, -0.036], [0.010, 0.057, 0.007], [-0.002, 0.025, -0.123], [0.053, -0.085, -0.081], [-0.023, 0.010, 0.025], [-0.008, 0.038, -0.006], [-0.038, -0.013, -0.001], [0.017, -0.025, -0.017], [0.013, -0.012, 0.010], [0.024, 0.011, 0.014], [0.014, -0.010, -0.027], [0.038, -0.008, 0.036], [-0.031, -0.014, 0.002], [-0.002, 0.046, 0.006], [-0.007, -0.018, 0.031], [0.002, -0.027, -0.005], [0.029, -0.003, -0.006], [0.013, 0.016, -0.013], [0.008, 0.044, 0.026], [-0.015, -0.012, 0.017], [-0.026, 0.018, -0.006], [-0.002, 0.025, 0.001], [0.034, 0.008, 0.034], [0.015, -0.044, 0.010], [-0.004, 0.046, 0.062], [0.016, -0.032, 0.018], [-0.042, 0.019, -0.008], [0.039, 0.000, -0.036], [0.095, -0.040, -0.113], [0.028, 0.099, 0.027], [0.010, -0.047, 0.007], [-0.086, 0.056, 0.021], [-0.338, -0.355, 0.268], [0.142, -0.051, -0.113], [-0.501, -0.006, 0.194], [-0.008, -0.012, 0.002], [-0.014, 0.019, -0.011], [0.032, 0.049, 0.028], [0.013, 0.002, -0.014], [0.009, -0.041, -0.025], [-0.087, -0.066, -0.115], [0.003, 0.110, 0.037], [0.442, -0.170, 0.372], [-0.031, 0.007, -0.058], [0.037, -0.091, -0.017], [-0.152, 0.064, -0.098], [-0.004, -0.004, -0.016], [-0.040, -0.022, -0.033], [0.038, -0.056, 0.036], [0.278, 0.421, 0.252], [0.001, 0.029, -0.006], [-0.019, 0.019, 0.017], [0.022, 0.004, 0.000], [-0.035, 0.020, 0.034], [0.021, 0.001, 0.046], [0.025, -0.017, 0.029], [0.028, -0.031, -0.010], [-0.025, -0.023, 0.002]],
  "mulliken_charge": [1.97, -0.80, -0.06, -1.02, -0.67, -1.32, 0.78, -0.16, 0.91, -0.34, -0.78, -0.63, -0.84, -0.63, 0.75, -0.52, -0.89, -0.67, -0.71, -0.75, 0.40, 0.78, -0.47, -0.83, -0.69, -0.90, -0.29, 0.73, -0.03, -0.74, -0.81, -0.95, -0.84, 0.38, 0.17, 0.32, 0.50, 0.45, 0.26, 0.29, 0.64, 0.84, 0.44, 0.49, 0.46, 0.48, 0.54, 0.71, 0.53, 0.46, 0.54, 0.57, 0.42, 0.48, 0.45, 0.48, 0.38, 0.19, 0.55, 0.49, 0.52, 0.62, -0.16, 0.57, -0.21, -0.27, -0.10, -0.46, -1.11, -0.27, -0.09, 0.72, -0.42, 0.59, 0.50, 0.48, -0.98, -0.68, -0.93, 0.70, 0.38, 0.13, 0.56, -0.92, -0.70, -1.01, 0.12, 0.45, 0.54, 0.49, 0.50, 0.21, 0.47, 0.48, 0.55, 0.25],
  "charge": 3,
  "homo_lumo_gap_ev": [4.0522, 3.9839]
}

---

{
  "formula": "C27H29F5HfN5O3Te",
  "method": "ωB97M-V/def2-TZVPD",
  "species": ["Hf", "C", "N", "C", "C", "C", "N", "C", "C", "C", "C", "C", "C", "C", "O", "C", "C", "C", "N", "C", "C", "C", "C", "C", "C", "C", "O", "H", "H", "H", "H", "H", "H", "H", "H", "H", "H", "H", "H", "H", "H", "H", "H", "H", "H", "H", "H", "H", "H", "H", "H", "H", "N", "C", "C", "C", "C", "N", "C", "C", "H", "H", "H", "H", "F", "Te", "F", "F", "F", "F", "O"],
  "coordinates": [[0.042, -0.462, -0.064], [2.106, 2.433, -0.077], [0.808, 2.233, -0.715], [-0.101, 3.155, -0.038], [-1.552, 3.299, -0.469], [-2.280, 1.952, -0.432], [-1.688, 1.082, 0.558], [-2.131, 1.283, 1.771], [-1.713, 0.534, 2.966], [-2.533, 0.520, 4.113], [-2.288, -0.426, 5.080], [-1.209, -1.273, 4.978], [-0.272, -1.192, 3.969], [-0.584, -0.306, 2.953], [0.198, -0.283, 1.888], [0.836, 2.472, -2.164], [1.638, 1.456, -2.887], [0.861, 0.186, -3.269], [-0.248, -0.124, -2.336], [-1.362, -0.501, -2.907], [-2.607, -0.930, -2.307], [-3.747, -0.684, -3.104], [-4.993, -0.829, -2.567], [-5.128, -1.319, -1.287], [-4.053, -1.707, -0.516], [-2.754, -1.418, -0.978], [-1.692, -1.526, -0.207], [2.535, 3.418, -0.349], [1.906, 2.428, 1.001], [2.836, 1.681, -0.350], [-0.119, 2.872, 1.035], [0.361, 4.139, -0.098], [-1.987, 4.048, 0.253], [-1.666, 3.729, -1.432], [-3.370, 2.073, -0.194], [-2.182, 1.530, -1.405], [-2.992, 1.950, 2.001], [-3.407, 1.239, 4.139], [-2.927, -0.438, 5.928], [-1.081, -2.005, 5.754], [0.596, -1.867, 3.846], [-0.193, 2.454, -2.591], [1.221, 3.501, -2.326], [2.118, 1.875, -3.737], [2.472, 1.093, -2.240], [0.465, 0.221, -4.277], [1.529, -0.659, -3.200], [-1.419, -0.434, -4.002], [-3.569, -0.369, -4.105], [-5.850, -0.610, -3.243], [-6.102, -1.631, -0.899], [-4.151, -2.199, 0.421], [7.643, -0.639, 1.663], [6.535, -0.694, 1.339], [5.141, -0.678, 1.019], [4.672, -1.038, -0.219], [3.338, -0.935, -0.489], [2.467, -0.327, 0.310], [2.904, -0.069, 1.571], [4.213, -0.258, 1.973], [5.390, -1.536, -0.886], [2.945, -1.385, -1.436], [2.153, 0.325, 2.285], [4.522, -0.117, 3.001], [1.757, -5.842, -0.419], [1.308, -4.002, -0.290], [-0.397, -4.569, -0.899], [2.166, -3.654, -2.005], [0.783, -4.294, 1.435], [3.034, -3.684, 0.499], [0.847, -2.271, -0.332]],
  "forces_ev_per_angstrom": [[-0.750, 1.018, 0.053], [0.333, 0.875, -0.083], [-0.899, -1.526, 0.009], [-0.126, 0.705, 0.866], [-0.092, 0.027, 1.419], [-1.158, 0.947, 0.488], [-0.309, 0.370, 1.778], [0.252, -1.196, 0.084], [-0.119, 0.085, -0.116], [-0.672, 0.831, -1.082], [-0.496, 1.062, -0.168], [0.794, -0.646, 0.668], [-0.316, -0.286, -0.173], [-0.117, 0.259, -0.327], [0.300, -0.089, -0.573], [-0.744, 1.218, 0.052], [0.925, -1.747, 0.954], [-0.290, 0.151, 0.515], [-0.846, -0.615, -0.485], [0.352, 0.156, 0.324], [0.026, 0.279, 0.083], [0.816, -0.373, 1.033], [-1.044, 0.611, -1.832], [-0.701, -1.580, 0.904], [0.950, 0.644, -0.768], [0.029, 0.664, -0.368], [0.364, -0.053, -0.089], [-0.263, -0.158, 0.131], [0.475, -0.121, -0.238], [-0.122, 0.235, 0.051], [0.202, 0.233, -0.606], [0.032, 0.415, 0.103], [0.293, -0.825, -0.597], [-0.021, 0.470, -0.984], [0.815, 0.008, -0.465], [-0.111, -0.637, -0.645], [0.547, -0.130, -0.653], [1.052, -1.044, 0.208], [-0.372, -0.311, 0.610], [0.110, -0.237, 0.238], [-0.681, 0.512, 0.270], [0.484, 0.116, 0.569], [-0.058, -0.363, -0.064], [0.270, 0.287, -0.896], [-0.398, 0.542, -0.370], [-0.039, 0.118, -0.239], [0.340, -0.357, -0.283], [0.119, 0.049, 0.193], [-0.202, 0.258, -0.691], [0.522, -0.249, 0.950], [0.094, 0.551, -0.219], [-0.205, -0.141, 0.650], [-0.921, -0.099, -0.375], [1.129, -0.062, 0.523], [-0.394, 0.506, 0.646], [1.450, -1.030, -0.495], [-0.813, -0.249, -1.897], [0.148, -0.750, 1.385], [-0.378, 0.516, 0.322], [-0.012, -0.078, -0.093], [-0.664, 0.402, -0.040], [0.373, 0.668, 0.894], [0.736, -0.367, -0.710], [-0.136, 0.243, -0.088], [-0.137, 1.696, -0.069], [1.684, -2.083, -1.387], [1.392, 0.588, 0.131], [-1.008, -0.845, 1.521], [-0.392, -0.005, 0.388], [-1.373, -0.180, -0.865], [-0.028, 0.117, 0.020]],
  "mulliken_charge": [2.03, -1.64, 1.22, -1.23, -1.21, -0.39, 0.29, -0.39, 0.84, -1.10, -0.87, -0.68, -0.72, 0.20, 0.09, -1.09, -0.36, -1.23, 0.16, -0.16, 0.72, -0.94, -0.72, -0.42, -0.79, 0.29, -0.64, 0.43, 0.43, 0.37, 0.41, 0.62, 0.32, 0.48, 0.60, -0.06, 0.34, 0.34, 0.46, 0.46, 0.44, 0.26, 0.59, 0.51, 0.04, 0.68, 0.25, 0.25, 0.47, 0.36, 0.42, 0.58, -0.42, -0.38, 0.51, -0.78, -0.11, 0.93, -0.31, -0.79, 0.46, -0.02, 0.26, 0.53, -0.35, 1.94, -0.38, -0.44, -0.37, -0.43, -0.15],
  "charge": 1,
  "homo_lumo_gap_ev": 7.5552
}

---

Calculated energy above the lowest of the compared OMol25 structures with the same formula, charge and spin (kJ/mol), listed in the same order as above: 214.6, 0.0, 0.0
Calculated calculated total energy (eV), listed in the same order as above: -14468.928, -106447.714, -64248.827